ORCA calculation (ωB97M-V/def2-TZVPD) on 5 unconnected molecules or ions with the total composition C42H77IN2O24P4S.

## Properties
- HOMO energy: -0.3238 Eh
- LUMO level: -2.665 eV
- SMILES: C#CC[C@@]1(N(C(C)=O)C(C)=O)[C@H](CC(=O)c2ccccc2)S(=O)(=O)O[C@](N)(OCCCC)[C@@]1(CCC(C)C)CC(=O)I.COP(=O)(OC)OC.COP(=O)(OC)OC.COP(=O)(OC)OC.COP(=O)(OC)OC

Element x y z (Å)
C -3.46725 1.60433 0.81946
C -3.17638 1.95848 -0.53126
C -2.64476 2.27912 -2.01911
C -1.08973 2.09686 -2.46024
N -1.03251 2.43552 -3.92010
C -1.95930 1.80432 -4.87623
C -1.91153 0.53138 -5.87285
O -3.11210 2.50838 -5.12280
C -1.09113 3.85466 -4.35406
C -0.14444 4.17959 -5.70451
O -1.77030 4.90799 -3.94394
C -0.25612 3.26732 -1.60268
C 1.19571 3.73118 -2.10364
C 1.43882 5.35988 -1.79064
O 0.67993 6.05172 -0.89532
C 2.65700 6.24603 -2.47667
C 3.32234 7.41427 -1.48151
C 4.51556 8.44673 -1.93138
C 5.06687 8.30268 -3.48718
C 4.44366 7.12500 -4.46976
C 3.23932 6.07089 -3.99518
S -0.04813 2.92250 0.22675
O 1.31047 3.44905 0.83586
O -1.10123 3.76319 1.05788
O -0.31148 1.26555 0.40242
C 0.28670 0.45758 -0.67104
N 0.30276 -0.93354 -0.06087
O 1.70667 0.88830 -0.65919
C 2.43959 0.41081 0.50982
C 3.79610 1.38312 0.63063
C 5.09065 0.58078 1.26354
C 5.77431 1.61586 2.37982
C -0.44783 0.55524 -2.15325
C 0.77500 0.34305 -3.24160
C 1.73005 -0.95525 -3.14777
C 2.42870 -1.40845 -4.60203
C 1.56999 -2.53541 -5.41878
C 2.90645 -0.11251 -5.50893
C -1.68003 -0.50906 -2.27879
C -1.39393 -2.06575 -2.62349
O -0.88798 -3.02798 -1.84962
I -1.98178 -2.90978 -4.61437
H -3.95334 1.15743 1.81403
H -3.44649 1.68821 -2.68217
H -2.93949 3.42295 -2.20616
H -2.18684 0.93632 -6.96488
H -2.84691 -0.15724 -5.59368
H -0.91804 -0.04334 -6.00971
H -0.08570 3.22550 -6.41914
H 0.93780 4.32673 -5.28499
H -0.51719 5.14390 -6.26387
H -0.99943 4.20321 -1.60237
H 1.41958 3.63087 -3.27226
H 2.13975 3.22850 -1.60262
H 2.91989 7.51730 -0.36802
H 4.92463 9.23406 -1.15561
H 5.90254 9.07215 -3.82276
H 4.89478 7.08884 -5.56550
H 2.82721 5.24266 -4.71052
H 0.88572 -1.61155 -0.58189
H -0.64458 -1.28447 0.18332
H 2.88776 -0.68978 0.39319
H 1.89882 0.50848 1.53962
H 3.62173 2.32982 1.29604
H 4.04125 1.67975 -0.49974
H 4.82056 -0.46208 1.74292
H 5.89779 0.48329 0.39761
H 6.47460 2.42802 1.87087
H 6.39364 0.94851 3.12951
H 4.97780 2.21435 2.99779
H 1.53198 1.26924 -3.23482
H 0.40216 0.32614 -4.37552
H 1.32553 -1.93025 -2.68247
H 2.68291 -0.65016 -2.49314
H 3.44379 -1.94679 -4.27511
H 0.64326 -2.13535 -6.00994
H 2.30928 -3.14260 -6.13016
H 1.20799 -3.33469 -4.60889
H 3.13406 0.84157 -4.87163
H 3.80481 -0.46782 -6.18847
H 2.00708 0.09167 -6.26688
H -2.20712 -0.52839 -1.20604
H -2.50979 -0.22243 -3.08944
C -0.63385 -8.67680 -6.21538
O -0.52049 -8.76939 -4.80669
P 0.26202 -7.41141 -4.07427
O 1.62124 -7.91054 -4.57904
O -0.03681 -8.08317 -2.59289
C 0.04692 -9.48443 -2.39765
O 1.04453 -6.05342 -3.34185
C 0.84506 -5.76164 -1.97389
H -1.36042 -9.41861 -6.55641
H -0.98075 -7.68079 -6.50335
H 0.33105 -8.88713 -6.68318
H 0.81900 -9.94013 -3.02616
H -0.92410 -9.93864 -2.60749
H 0.29148 -9.67725 -1.35038
H 1.40427 -6.46933 -1.35323
H -0.22192 -5.77500 -1.72157
H 1.23171 -4.75724 -1.77602
C -3.27503 -12.28736 2.55516
O -2.35629 -13.32806 2.27466
P -0.76507 -12.77354 1.88297
O -1.24904 -12.33598 0.49527
O -0.27331 -14.35057 1.80413
C -1.12076 -15.35249 1.26876
O 0.82615 -12.21903 1.49128
C 1.93996 -13.07716 1.63018
H -4.15141 -12.71848 3.04565
H -2.82083 -11.55004 3.22252
H -3.59147 -11.80691 1.62611
H -1.75238 -14.96654 0.46198
H -1.74193 -15.76643 2.06627
H -0.50019 -16.15860 0.87020
H 1.95250 -13.81114 0.81785
H 1.93350 -13.57297 2.60815
H 2.85035 -12.47439 1.55726
C -2.52822 5.05802 4.37962
O -3.80451 5.54994 4.74691
P -5.00876 4.31975 4.91810
O -5.09980 4.18364 3.39344
O -6.07496 5.48227 5.41491
C -6.07005 6.77348 4.83060
O -6.21301 3.08956 5.08929
C -7.37153 3.32180 5.86397
H -1.78777 5.84200 4.55739
H -2.27113 4.18287 4.98238
H -2.51856 4.79782 3.31834
H -5.79469 6.74266 3.77135
H -5.37905 7.41739 5.37935
H -7.07204 7.20027 4.91792
H -8.06097 3.97724 5.32190
H -7.11145 3.74637 6.84091
H -7.87326 2.36344 6.02912
C 2.06261 7.16234 10.77839
O 1.06814 6.69021 9.88737
P 0.91215 7.63325 8.44541
O 0.19591 8.73666 9.23337
O -0.21266 6.54998 7.90101
C -1.14456 5.95809 8.78978
O 0.75615 8.57629 7.00345
C 0.17136 8.02200 5.84284
H 2.27816 6.37775 11.50807
H 2.97897 7.40122 10.23200
H 1.70101 8.04704 11.30817
H -1.43148 6.64047 9.59651
H -0.71774 5.04295 9.20639
H -2.04102 5.68760 8.22679
H -0.91470 7.95525 5.96443
H 0.60295 7.03961 5.61712
H 0.37837 8.68925 5.00059